101
Properties=species:S:1:pos:R:3 method="wB97M-V/def2-TZVPD" de_lowest_kj_mol=404.2 e_lumo_ha=0.0160 e_homo_ha=-0.2766 fmax_ha_per_bohr=0.06491 smiles=CCCCNc1cc(CCOCC)c2c(c1)N(CCC)c1cc(CCCCCOC)c(I)c(C[C@@H](O)CN)c1S2.c1ccncc1 homo_lumo_gap_ev=7.961
I -3.666 -3.824 1.696
S -0.903 1.491 1.769
O -8.833 -0.473 -1.599
O 0.195 3.772 3.569
O -0.575 -0.395 4.575
N -0.957 1.408 -1.200
N 6.823 -2.132 -3.484
N 3.968 2.215 -1.952
N -0.296 -3.819 4.626
C -5.501 -2.122 -1.320
C 2.893 2.104 -1.008
C 1.551 1.850 -1.532
C 6.210 0.544 0.636
C -2.687 -2.075 -0.803
C 0.590 1.777 0.751
C -0.985 -1.511 3.737
C 6.262 -2.612 -2.370
C 0.369 1.672 -0.709
C 1.989 2.136 2.872
C 8.606 -3.713 -3.179
C 8.005 -4.192 -2.026
C -2.798 -2.157 0.662
C -4.787 -3.490 -1.615
C 1.900 2.054 1.307
C 7.978 -2.686 -3.867
C 1.582 3.642 3.247
C 6.808 -3.632 -1.608
C -1.275 -2.706 4.744
C -1.068 1.465 -2.666
C -7.052 -2.256 -1.621
C -2.731 3.377 -2.683
C 5.697 0.624 -0.885
C 3.062 2.229 0.441
C -1.550 0.228 -0.626
C -1.947 4.946 3.095
C -2.581 1.834 -3.012
C -2.329 -1.056 3.044
C -2.092 -0.890 -1.392
C -3.212 -3.265 -1.654
C -1.640 0.095 0.842
C 5.304 2.088 -1.331
C -8.316 0.297 -2.712
C -0.467 4.659 2.652
C 5.259 -0.349 1.538
C -7.768 -1.052 -0.851
C -2.261 -1.052 1.477
H 5.473 2.827 -0.503
H -3.736 3.783 -2.953
H -2.742 -4.193 -1.214
H -8.076 -1.463 0.140
H 5.325 -2.145 -2.087
H -0.739 0.521 -3.184
H -5.092 -3.917 -2.613
H -1.998 5.696 3.929
H 0.388 -0.301 4.508
H -2.540 5.391 2.250
H -3.232 -1.621 3.399
H -7.165 -2.148 -2.738
H -0.464 4.243 1.603
H -4.984 -4.276 -0.844
H 6.556 0.221 -1.490
H 6.047 2.383 -2.127
H -1.922 3.991 -3.173
H -8.607 -0.267 -3.642
H -7.195 0.385 -2.668
H 1.279 1.431 3.362
H 6.204 1.580 1.070
H -1.208 -2.315 5.798
H -2.063 -0.868 -2.509
H -2.460 4.025 3.476
H -6.958 -0.293 -0.636
H -7.457 -3.255 -1.326
H 4.186 -0.284 1.220
H 1.829 4.320 2.388
H 1.458 1.771 -2.641
H -0.216 -1.774 2.967
H 4.053 2.435 0.897
H 9.540 -4.125 -3.537
H -8.805 1.303 -2.688
H -2.597 3.558 -1.580
H -0.471 2.297 -3.126
H 8.411 -2.275 -4.773
H 0.605 -3.400 4.396
H 6.310 -3.980 -0.712
H -5.109 -1.298 -1.963
H 4.870 -0.124 -0.961
H -2.793 -3.204 -2.698
H 3.906 1.426 -2.606
H 8.465 -4.993 -1.459
H 5.358 -0.031 2.610
H 7.266 0.173 0.643
H -5.387 -1.928 -0.221
H -3.311 1.308 -2.350
H 5.639 -1.399 1.480
H 0.051 5.657 2.576
H 2.210 3.916 4.134
H -2.850 1.586 -4.068
H -2.533 0.013 3.334
H -0.219 -4.331 5.508
H -2.318 -3.091 4.608
H 3.048 2.013 3.217